Record 1
{
  "formula": "C14H21I2LaN2O7P2",
  "method": "wB97M-V/def2-TZVPD",
  "elements": ["I", "I", "La", "P", "C", "C", "H", "H", "H", "H", "H", "H", "C", "H", "H", "H", "P", "C", "C", "H", "H", "H", "C", "H", "H", "H", "H", "H", "H", "C", "O", "O", "C", "O", "C", "C", "C", "C", "C", "C", "N", "O", "O", "N", "O", "O", "H", "H", "H"],
  "coordinates": [[-1.5492, 4.3141, -2.8337], [-3.3999, 3.8985, -0.8968], [-0.8312, 1.1198, -0.3849], [0.8780, 3.4393, 0.4938], [2.5518, 3.0242, 1.1339], [1.1619, 5.1525, -0.0494], [1.5529, 5.7365, 0.7981], [0.4889, 4.6231, 2.5744], [0.2140, 5.5682, -0.4152], [-1.0207, 3.9073, 1.9469], [3.1480, 2.6471, 0.2929], [1.8962, 5.1329, -0.8634], [0.0495, 3.7288, 2.1130], [3.0225, 3.9378, 1.5335], [0.1826, 2.8665, 2.7778], [2.4902, 2.2533, 1.9172], [-2.4771, -0.2376, -2.5739], [-2.1749, -1.9405, -3.1454], [-4.2390, -0.3501, -2.1013], [-2.6929, 1.6820, -4.0458], [-3.5438, 0.2295, -4.6992], [-1.7560, 0.3649, -4.8118], [-2.6345, 0.5955, -4.2005], [-4.5923, 0.6344, -1.7684], [-4.8195, -0.6748, -2.9823], [-3.1005, -2.3421, -3.5814], [-1.8467, -2.5850, -2.3184], [-4.3593, -1.0762, -1.2923], [-1.3866, -1.9389, -3.9068], [0.3966, -0.5903, -1.7955], [1.0713, -1.3428, -2.3630], [1.2320, 0.5667, 3.2209], [0.6892, -0.1277, 2.3799], [-0.2279, 0.3144, 1.5158], [1.0575, -1.5776, 2.1959], [0.4616, -2.3903, 1.2161], [0.9223, -3.6990, 1.0123], [1.9360, -4.2460, 1.7972], [2.5297, -3.4392, 2.7841], [2.0998, -2.0999, 2.9640], [3.5642, -3.9685, 3.6146], [3.9313, -5.1536, 3.4548], [4.0711, -3.2270, 4.4732], [0.3486, -4.4459, -0.0786], [-0.5525, -3.8971, -0.7560], [0.7601, -5.5838, -0.3072], [-0.3737, -2.0509, 0.6140], [2.2902, -5.2715, 1.6344], [2.5802, -1.4809, 3.7126]],
  "e_homo_ev": -15.30,
  "fmax_ev_per_a": 6.91,
  "lumo_ha": -0.313,
  "spin_multiplicity": 1,
  "charge": 2
}



Record 2
{
  "formula": "C14H21N5O2",
  "method": "wB97M-V/def2-TZVPD",
  "elements": ["C", "C", "C", "N", "C", "N", "C", "C", "C", "O", "N", "C", "O", "N", "C", "N", "C", "C", "C", "C", "C", "H", "H", "H", "H", "H", "H", "H", "H", "H", "H", "H", "H", "H", "H", "H", "H", "H", "H", "H", "H", "H"],
  "coordinates": [[-1.9086, -4.0206, 0.8084], [-0.9176, -4.4373, 0.0434], [0.0780, -3.5600, -0.6527], [-0.2519, -2.1583, -0.5548], [0.7182, -1.2261, -0.4468], [1.9934, -1.5089, -0.1988], [2.6003, -0.3056, -0.1091], [1.6967, 0.7268, -0.3083], [2.0816, 2.0951, -0.2832], [1.3992, 3.0881, -0.4558], [3.4520, 2.1966, -0.0178], [4.3930, 1.2077, 0.1892], [5.5551, 1.4742, 0.4026], [3.9215, -0.0863, 0.1355], [4.8210, -1.1999, 0.3336], [0.4752, 0.1057, -0.5392], [-0.7842, 0.7841, -0.7045], [-1.5919, 0.7863, 0.5968], [-2.9959, 1.3600, 0.4154], [-2.9989, 2.8474, 0.0676], [-4.4152, 3.4092, 0.0385], [-2.5868, -4.7099, 1.2798], [-2.0764, -2.9758, 1.0080], [-0.7631, -5.4937, -0.1291], [0.1581, -3.8746, -1.7045], [1.0656, -3.6805, -0.1982], [-1.1281, -1.8705, -0.9620], [3.8220, 3.1396, 0.0216], [4.4872, -1.7951, 1.1834], [4.8297, -1.8293, -0.5563], [5.8134, -0.7945, 0.5205], [-0.5514, 1.8077, -1.0018], [-1.3546, 0.3007, -1.5065], [-1.0505, 1.3740, 1.3404], [-1.6644, -0.2387, 0.9707], [-3.5491, 1.2170, 1.3467], [-3.5203, 0.8033, -0.3661], [-2.4071, 3.3899, 0.8069], [-2.5331, 3.0026, -0.9063], [-5.0186, 2.8879, -0.7019], [-4.4004, 4.4662, -0.2145], [-4.8930, 3.2956, 1.0094]],
  "e_homo_ev": -7.77,
  "fmax_ev_per_a": 1.40,
  "relative_energy_kcal_mol": 0.00,
  "smiles": "C=CCNc1nc2c(c(=O)[nH]c(=O)n2C)n1CCCCC",
  "lumo_ha": 0.022,
  "spin_multiplicity": 1
}



Ordered HOMO-LUMO gap results: 6.78 8.37; unit eV.
Ordered M results: 783.99 291.35; unit g/mol.